Entry 1:
The following is a DFT calculation (ωB97M-V/def2-TZVPD) of a structure of composition C33H35N3O8PTi.

Summary:
HOMO: -16.65 eV
Net charge: +3
Lowest unoccupied orbital energy: -0.3655 hartree
HOMO-LUMO gap: 6.70 eV
Spin multiplicity: 1

Geometry (Å):
Ti 0.3872 -0.1162 -0.2888
C -4.8814 0.3253 -0.7484
N -3.5689 0.0811 -1.3626
C -3.5411 0.1512 -2.8332
C -2.4849 -0.1273 -0.6770
O -1.3467 -0.2797 -1.2331
C -2.4946 -0.1621 0.8470
O -1.1853 -0.5269 1.3017
C -1.0389 -1.8188 1.9079
C -0.2389 -2.6963 0.9521
O 0.2533 -2.1010 -0.0595
N -0.0517 -3.9621 1.1791
C -0.5869 -4.6670 2.3511
C 0.7218 -4.8030 0.2506
H -5.6186 -0.2949 -1.2527
H -5.1478 1.3736 -0.8768
H -4.8829 0.0766 0.3080
H -4.3366 -0.4819 -3.2195
H -2.5830 -0.1940 -3.2019
H -3.7179 1.1804 -3.1438
H -3.2357 -0.8637 1.2264
H -2.7212 0.8294 1.2418
H -2.0155 -2.2460 2.1286
H -0.4975 -1.6853 2.8446
H -1.0684 -3.9857 3.0456
H 0.2371 -5.1612 2.8622
H -1.3035 -5.4167 2.0201
H 0.9868 -4.2345 -0.6322
H 0.1092 -5.6585 -0.0277
H 1.6182 -5.1550 0.7587
O 1.7258 -0.1974 -1.4915
C 3.0137 0.1137 -1.3563
C 3.6272 0.3294 -0.1695
C 4.9516 1.0389 -0.1530
C 5.5267 1.1840 1.2761
C 5.0103 0.2843 2.3257
C 3.7688 -0.2168 2.2518
C 2.9739 -0.0063 1.0682
O 1.7097 -0.2168 1.1188
N 7.0444 1.2142 1.2869
O 7.5839 1.4256 0.2273
O 7.5706 1.1247 2.3669
H 3.5379 0.2134 -2.3027
H 5.6588 0.6357 -0.8740
H 5.6312 0.1237 3.1994
H 3.3257 -0.7709 3.0683
O 0.0930 1.7611 -0.1320
P 0.7147 3.1773 -0.5046
C 2.3886 3.1577 0.1122
C 3.4248 3.0262 -0.7265
C 4.7674 2.6053 -0.2273
C 5.0206 2.6926 1.2990
C 3.7864 2.8925 2.1128
C 2.5810 3.0696 1.5729
C 0.6829 3.4108 -2.2616
C 1.0213 4.6856 -2.7291
C 1.0358 4.9348 -4.0904
C 0.7009 3.9240 -4.9842
C 0.3505 2.6627 -4.5216
C 0.3409 2.4013 -3.1599
C -0.2390 4.4193 0.3207
C 0.3831 5.4801 0.9776
C -0.3882 6.4855 1.5424
C -1.7706 6.4329 1.4471
C -2.3943 5.3821 0.7795
C -1.6324 4.3793 0.2106
H 3.2838 3.1181 -1.7993
H 5.5773 3.0436 -0.8059
H 5.8078 3.3756 1.6207
H 3.8907 2.8940 3.1920
H 1.7225 3.2139 2.2182
H 1.2655 5.4851 -2.0381
H 1.2991 5.9182 -4.4552
H 0.7071 4.1251 -6.0473
H 0.0857 1.8840 -5.2243
H 0.0581 1.4170 -2.8104
H 1.4629 5.5364 1.0470
H 0.0908 7.3103 2.0518
H -2.3694 7.2198 1.8861
H -3.4724 5.3614 0.6949
H -2.1180 3.5772 -0.3353

Cartesian forces (eV/Å) of the 2 atoms listed first:
Ti -0.514 0.100 -0.190
C 0.047 -0.047 -0.010

=====

Entry 2:
The following is a DFT calculation (ωB97M-V/def2-TZVPD) of the molecule H4N3P.

Summary:
HOMO (spin up / spin down): -8.02 / -9.58 eV
Lowest unoccupied orbital energy (spin up / spin down): 0.0377 / -0.0695 hartree
HOMO-LUMO gap (spin up / spin down): 9.04 / 7.69 eV
Spin multiplicity: 3

Geometry (Å):
N -0.5699 0.8524 1.6507
N 0.1019 -1.5214 -1.3615
N -0.3571 -0.5400 -0.7398
P 0.2688 0.6139 0.3377
H -0.2407 0.0761 2.2332
H -0.7056 -1.8335 -1.8805
H -0.1971 1.7946 -0.4507
H 1.6997 0.5580 0.2110

Cartesian forces (eV/Å) of the 2 atoms listed first:
N 1.696 -1.217 -0.161
N -0.639 -0.088 -0.186

=====

Entry 3:
The following is a DFT calculation (ωB97M-V/def2-TZVPD) of the molecule C6H10.

Summary:
HOMO: -8.22 eV
Lowest unoccupied orbital energy: 0.0165 hartree
HOMO-LUMO gap: 8.66 eV
Spin multiplicity: 1

Geometry (Å):
C 0.5338 2.2972 -0.6504
C 0.5686 1.1412 0.2580
C -0.7419 0.4759 0.4124
C -0.6975 -1.0396 0.5104
C 0.0068 -1.7759 -0.5943
C 0.6019 -1.7367 0.7854
H 1.2203 3.1018 -0.3689
H 1.0202 1.8152 -1.5233
H -0.4402 2.6879 -0.9898
H 1.4633 -1.0955 0.9397
H -1.0077 0.9034 1.4047
H -1.5436 0.7984 -0.2793
H -1.6025 -1.5005 0.9010
H 0.4775 -1.1703 -1.3677
H -0.4151 -2.7086 -0.9571
H 0.5836 -2.6501 1.3718

Cartesian forces (eV/Å) of the 2 atoms listed first:
C -0.031 0.066 0.121
C -0.312 0.144 -0.206

=====

Entry 4:
The following is a DFT calculation (ωB97M-V/def2-TZVPD) of the ion C2H2I2NO with charge -1.

Summary:
HOMO (spin up / spin down): -3.55 / -3.55 eV
Net charge: -1
Lowest unoccupied orbital energy (spin up / spin down): 0.1002 / 0.1002 hartree
HOMO-LUMO gap (spin up / spin down): 6.27 / 6.28 eV
Spin multiplicity: 1
Structure (SMILES): [O-]N1[C@@H](I)[C@@H]1I

Geometry (Å):
O 1.2667 -0.1234 -2.3673
N 0.6212 -0.0405 -1.2722
C 0.5601 -0.6763 -0.0132
I 2.1501 -0.9398 1.5047
C -0.0268 0.6262 -0.3282
I -2.6188 0.7501 -0.6716
H -0.1671 -1.5635 0.1046
H 0.1632 1.6445 0.0273

Cartesian forces (eV/Å) of the 2 atoms listed first:
O -0.541 0.428 0.176
N 0.897 -0.321 1.434

=====

Q: Number 4 is which compound?
A: C2H2I2NO

=====

Q: Which value of spin multiplicity does entry 4 give?
A: 1